Molecular formula: C47H105B3F12HgN5O
Method: DFT, ωB97M-V/def2-TZVPD

Output
energy above the lowest of the compared OMol25 structures with the same formula, charge and spin = 170.51 kJ/mol
F_max = 3.88 eV/Å
charge = +3
spin multiplicity = 1

Atoms and positions in Å:
Hg 1.121 -3.306 -1.079
F 2.384 -5.599 -1.651
F 1.462 -3.528 -3.616
F 1.776 -1.508 -2.692
F 0.976 -1.490 -4.786
F 1.394 0.121 1.053
F 0.142 -1.773 1.242
F 2.102 -1.722 0.082
F 2.580 -4.493 0.253
F 3.551 -3.588 -1.620
F -0.317 -2.422 -3.056
F 0.236 -0.758 -0.781
F 4.496 -5.424 -0.626
O -0.620 -4.597 -0.463
N -1.779 -0.221 5.292
N 5.744 -1.937 1.254
N 2.674 3.280 -0.788
N -5.562 -2.033 -0.103
N -3.034 3.736 -5.205
C -2.406 5.126 -5.548
C -6.632 -2.838 -0.806
C 0.182 -0.714 8.700
C -1.424 -4.930 0.583
C -2.403 1.725 3.082
C -1.295 0.575 -3.826
C -4.283 -2.357 -0.894
C -3.490 0.852 3.732
C 0.348 4.405 -0.816
C 2.442 2.565 -4.665
C 3.280 4.500 -0.106
C 2.480 5.771 -0.309
C -1.421 -0.259 6.797
C 3.368 2.024 -0.304
C -4.758 0.328 0.119
C -0.175 -0.997 7.242
C -5.936 -0.564 -0.288
C 6.859 -1.260 2.031
C 6.173 -3.231 0.511
C 2.955 3.371 -2.305
C 5.329 -4.682 2.402
C 2.182 2.379 -3.189
C 6.515 -4.401 1.436
C 9.322 -0.365 1.905
C -1.848 2.832 -4.836
C -3.160 0.406 5.137
C -5.454 -3.818 1.802
C -0.811 -4.746 1.990
C 1.210 3.204 -0.466
C -2.514 4.544 -8.090
C 0.951 5.630 -0.109
C -3.014 3.151 -7.647
C -1.733 5.158 -6.913
C 5.208 -0.967 0.205
C -3.082 -1.533 -0.532
C 4.877 -3.408 3.087
C -1.064 1.063 3.177
C -2.203 1.358 -4.764
C -5.435 -2.354 1.352
C -3.983 3.965 -4.066
C 4.570 -2.242 2.212
C -0.734 0.617 4.617
C 8.174 -1.090 1.222
C -3.387 -0.026 -0.542
C -1.812 -1.595 4.712
C -5.794 -3.788 3.282
C -3.837 3.289 -6.377
B 0.951 -2.202 -3.589
B 3.302 -4.812 -0.942
B 0.949 -1.014 0.393
H -3.480 0.398 -1.544
H 0.633 5.604 0.934
H -0.257 0.795 -4.082
H 9.105 0.655 2.220
H -3.043 1.305 5.752
H 5.710 -3.170 3.760
H 3.168 2.030 0.768
H 1.058 -1.071 9.241
H -0.242 1.746 2.939
H -2.164 2.474 -7.545
H -4.828 4.581 -4.376
H -1.515 -4.807 2.825
H -1.828 -5.941 0.441
H 1.737 3.165 -5.242
H -2.288 -1.795 -1.236
H 6.544 -5.288 0.803
H -5.952 -0.496 -1.377
H -0.798 4.618 -6.738
H -1.357 0.801 7.046
H -6.862 -2.438 -1.790
H 2.758 6.451 0.495
H 4.105 -3.594 3.837
H -6.099 -4.498 1.240
H 2.521 1.400 -2.845
H -3.914 -0.127 5.715
H 6.962 -1.996 2.828
H -0.619 -0.893 9.421
H 5.310 -3.487 -0.105
H 4.315 -1.464 -0.180
H -4.761 0.436 1.207
H 2.945 1.133 -0.760
H 4.448 2.052 -0.434
H 5.733 -5.239 3.251
H -1.449 6.152 -7.258
H -2.267 1.018 -5.797
H 0.279 0.236 4.546
H -6.223 -1.834 1.902
H -3.220 5.853 -5.603
H 0.350 0.368 8.782
H -1.616 3.149 -3.814
H -3.374 5.156 -8.369
H -2.246 2.748 3.435
H -4.503 -4.321 1.598
H -4.961 1.365 -0.164
H -5.092 -3.108 3.774
H 0.868 2.265 -0.900
H -0.665 4.200 -0.471
H -4.145 -3.418 -0.687
H 4.362 4.492 -0.212
H -6.774 -3.314 3.394
H -4.364 3.050 -3.621
H -0.451 -3.714 2.068
H 4.034 3.299 -2.436
H -1.543 -0.483 -3.803
H 3.115 4.200 0.936
H 0.315 4.526 -1.902
H 6.990 -3.035 -0.180
H -2.354 -4.318 0.666
H -1.264 0.850 -2.765
H -0.896 0.334 2.378
H -4.532 -1.848 1.695
H -1.921 4.459 -8.998
H -4.343 2.359 -6.120
H -1.781 5.421 -4.707
H -3.737 0.033 3.054
H 4.564 -5.334 1.986
H -4.415 1.431 3.743
H -0.822 -2.039 4.760
H -0.963 3.101 -5.408
H -2.658 -1.870 0.417
H -3.209 1.339 -4.330
H -7.476 -2.845 -0.118
H 3.490 2.813 -4.831
H 0.691 -0.851 6.596
H 7.464 -4.250 1.949
H 7.984 -0.422 0.373
H -3.507 4.642 -3.356
H -0.888 1.577 5.115
H -2.464 -2.219 5.328
H -4.594 4.045 -6.592
H 2.725 4.431 -2.423
H 5.826 -0.841 -0.679
H 0.091 -5.351 2.099
H 2.585 6.193 -1.308
H 6.498 -0.338 2.484
H -5.873 -4.723 3.830
H -3.668 2.721 -8.405
H 1.190 3.061 0.617
H 0.457 6.462 -0.612
H 1.101 2.446 -3.053
H 2.266 1.613 -5.175
H 3.678 -2.409 1.609
H -6.352 -3.874 -0.989
H -4.567 -2.239 -1.940
H -2.298 -1.625 3.740
H -2.631 0.561 -0.022
H 8.445 -2.040 0.769
H 4.888 -0.148 0.845
H 9.663 -1.008 2.720
H -0.464 -2.052 7.205
H -6.896 -0.425 0.200
H 4.444 -1.320 2.781
H -2.262 -0.682 7.348
H 10.204 -0.238 1.276
H -2.754 1.847 2.054

***

Molecular formula: C47H117N8O20V
Method: DFT, ωB97M-V/def2-TZVPD

Output
F_max = 5.63 eV/Å
charge = -1
spin multiplicity = 2
calculated total energy = -4747.4573 Eh

Atoms and positions in Å:
V -4.098 -1.887 -1.534
O 0.781 -0.494 -5.891
O -4.667 -0.348 -1.733
O 8.804 -0.155 -2.927
O -0.009 3.386 0.153
O -5.748 -0.557 -6.398
O -0.292 -0.817 -0.312
O -3.590 -4.057 -0.709
O 6.096 3.161 2.410
O -4.263 -2.680 -2.943
O 3.391 0.020 2.505
O -4.135 1.986 3.411
O -8.386 3.009 4.078
O 0.473 -4.780 2.656
O 3.329 -3.639 -0.536
O -1.929 -1.105 -1.874
O -2.474 -1.198 0.074
O -7.389 -0.588 1.049
O 3.442 0.226 -3.625
O -1.319 3.346 -3.080
O 2.849 -0.176 7.844
N 6.188 -0.680 -2.693
N 4.922 -0.755 5.537
N -5.876 -2.505 -0.199
N 3.725 3.006 0.443
N -5.930 4.018 2.682
N 0.300 -0.920 2.525
N -3.234 1.956 -5.111
N 1.752 -2.381 -3.712
C -2.470 1.343 -3.960
C -1.134 2.449 0.188
C -9.637 2.661 4.613
C 3.633 -1.347 5.825
C 8.373 -0.149 -1.538
C 3.247 -0.462 1.198
C -3.312 0.860 2.989
C 5.681 0.690 -2.817
C 2.638 0.961 -2.752
C -4.547 1.252 -5.237
C 3.213 -2.884 -1.749
C 6.187 3.258 0.956
C -7.951 0.694 1.321
C 0.597 -3.445 2.086
C 2.073 -0.558 -6.452
C 1.793 -2.921 -2.368
C 4.967 0.236 4.440
C 4.660 0.834 -3.959
C 2.661 -0.364 6.456
C 2.437 3.684 0.140
C -1.128 2.042 -3.679
C 6.984 -0.830 -1.504
C -8.355 4.087 3.100
C -6.260 0.092 -7.518
C -4.680 4.341 3.359
C -3.693 3.261 2.970
C -5.965 -3.969 -0.361
C 0.158 -1.745 -5.637
C -0.029 4.041 -3.099
C -5.586 -2.162 1.177
C 4.729 -3.919 -0.180
C 0.085 -2.276 3.054
C 0.628 -5.860 1.774
C -7.042 4.850 3.086
C 0.365 -2.191 -4.124
C -6.053 -0.768 1.425
C 9.573 -1.291 -3.264
C -1.543 -1.087 -0.703
C 4.887 3.886 0.446
C 7.373 2.700 3.022
C -2.347 -4.568 -0.245
C -1.404 -2.444 3.366
C 4.684 -0.347 3.034
C 2.135 0.908 8.398
C -4.705 -4.707 -0.055
C 1.253 2.725 0.329
C -4.488 -0.126 -5.931
H -10.019 3.301 5.409
H 3.726 -2.254 6.423
H -4.824 4.304 4.439
H 1.666 -6.047 1.497
H -0.086 -1.508 -3.405
H 10.573 -1.192 -2.843
H 9.018 -2.162 -2.917
H 2.610 1.793 7.975
H 3.746 2.483 1.306
H 8.211 3.265 2.613
H 4.475 1.880 -4.205
H -6.790 -2.135 -0.416
H -7.191 -0.313 -7.916
H 4.839 -1.425 2.996
H -0.916 -1.801 -5.814
H 7.101 -1.912 -1.434
H 0.249 -6.799 2.177
H -4.516 -2.085 1.366
H -0.003 -3.321 1.184
H 4.327 1.086 4.681
H -0.176 -3.134 -4.044
H -3.519 3.242 1.894
H -1.548 -4.065 -0.790
H -3.307 0.699 1.911
H -7.491 1.468 0.708
H -7.815 0.949 2.372
H -5.531 0.241 -8.314
H 0.133 -0.822 -1.173
H 1.379 -3.928 -2.320
H 2.602 0.394 -6.477
H 3.246 -1.690 4.866
H 1.600 -3.250 1.708
H 2.017 -0.888 -7.489
H -6.124 3.046 2.876
H 5.144 -0.153 6.317
H 2.244 -0.375 0.781
H 3.509 -1.863 -1.506
H -3.635 -0.016 3.553
H -6.289 -4.177 -1.381
H 5.423 1.110 -1.844
H 6.304 2.242 0.579
H 0.438 4.134 -4.080
H 7.571 1.637 2.882
H 8.178 0.874 -1.217
H 6.669 -1.048 -3.502
H 2.271 1.877 -3.215
H 1.421 1.947 -0.416
H 3.400 -1.540 1.145
H -2.758 3.572 3.435
H -5.147 1.412 -4.341
H -10.354 2.589 3.796
H 1.262 -0.648 2.378
H -5.442 -0.028 0.908
H -3.102 1.316 -3.073
H -0.619 1.488 -2.890
H 6.506 -0.568 -0.559
H 6.997 3.896 0.602
H -6.879 5.233 4.093
H 1.716 -0.905 6.418
H -9.462 1.692 5.080
H -4.653 -4.747 1.033
H 2.785 -1.146 -5.873
H -2.272 1.007 3.280
H 2.116 -1.440 -3.674
H -2.026 3.058 0.047
H 3.045 1.155 -1.760
H -4.308 5.340 3.128
H 5.322 -3.032 0.043
H -4.723 -5.747 -0.381
H 2.692 0.506 5.800
H 5.012 0.336 -4.863
H -0.561 2.124 -4.606
H 5.005 4.153 -0.604
H -1.525 -3.425 3.825
H 0.525 -2.584 -6.229
H 2.225 4.498 0.834
H 9.755 -1.523 -4.314
H 0.637 3.540 -2.397
H -0.309 5.005 -2.673
H -8.632 3.662 2.135
H -0.016 -5.817 0.896
H 6.027 0.483 4.388
H -5.232 1.921 -5.758
H -3.935 -0.861 -5.348
H -1.807 -1.589 3.908
H 1.758 0.361 -2.519
H 1.096 0.871 8.071
H 9.087 -0.516 -0.801
H -2.278 -4.294 0.808
H -7.151 5.703 2.416
H -2.193 -5.635 -0.405
H 6.527 1.339 -3.043
H -6.521 1.116 -7.253
H -9.130 4.798 3.387
H -6.037 -2.812 1.926
H -5.980 -0.689 2.510
H -3.464 2.927 -4.955
H 0.673 -2.408 3.963
H 3.946 -3.293 -2.444
H 7.328 2.811 4.106
H 1.235 -2.358 -1.620
H -1.240 1.854 1.096
H 5.206 -4.436 -1.012
H -2.101 -2.314 2.539
H 5.457 0.008 2.353
H -2.203 0.303 -4.149
H 2.349 4.069 -0.876
H -1.095 1.851 -0.723
H 4.808 -4.480 0.751
H -3.955 -0.024 -6.877
H -6.756 -4.374 0.271
H -0.184 -0.839 1.642
H -9.005 0.686 1.043
H 4.647 4.738 1.082
H 4.023 0.001 0.589
H 1.380 2.263 1.308
H 2.204 0.948 9.485